A 11-piece molecular cluster, C5H31NO12 overall. Source: the Open Molecules 2025 dataset; level of theory: ωB97M-V with the def2-TZVPD basis set.

Values from the calculation:
- HOMO energy: -0.37436 Ha
- SMILES: N[C@H](C=O)CCCO.O.O.O.O.O.O.O.O.O.O
- LUMO level: 0.022 eV
- Relative energy (zero: lowest compared OMol25 entry of this formula, charge and spin): 85.3 kcal/mol

Geometry as XYZ:
```
49
Properties=species:S:1:pos:R:3:forces:R:3
N 0.940635 2.710387 -0.184416 0.905 -0.299 0.539
C -0.356496 2.280080 -0.637568 -0.836 -0.184 -1.646
C -1.460840 2.507826 0.379316 0.723 0.177 -0.243
O -1.239437 2.245403 1.547893 -0.546 0.404 -0.555
C -0.420055 0.763634 -1.016264 0.642 0.885 1.159
C 0.829704 0.436698 -1.822560 -0.322 -0.797 -0.845
C 0.558308 -0.344900 -3.113889 1.964 -0.077 -1.741
O -0.473928 -1.293271 -3.110873 -0.455 -0.334 0.782
H 0.898351 3.518516 0.418685 -0.189 0.416 -0.216
H 1.433726 2.026004 0.390117 -0.461 -0.223 -0.201
H -0.565530 2.750362 -1.656226 -0.020 0.108 1.454
H -2.409474 2.909715 -0.004401 -0.045 -0.115 0.364
H -0.371230 0.219657 -0.029730 -0.631 0.127 -1.111
H -1.359494 0.657101 -1.601469 0.505 -0.279 0.761
H 1.343294 1.353263 -2.128481 -0.013 -0.133 0.153
H 1.528218 -0.170119 -1.235748 -0.211 0.391 0.039
H 1.495764 -0.929865 -3.338365 -0.841 0.499 0.152
H 0.432277 0.270790 -4.035043 -0.054 0.218 0.831
H -1.240168 -0.875814 -2.700362 -0.163 -0.270 -0.111
O -3.390815 0.755306 -0.445426 -0.238 -0.739 0.140
H -4.225293 0.739111 0.051422 0.111 0.418 -0.158
H -2.955170 0.009113 0.015072 -0.006 0.430 -0.074
O -2.713620 -1.425933 1.186821 -0.302 0.136 -0.066
H -2.119943 -1.694512 1.911774 0.187 -0.069 -0.287
H -2.350260 -1.825571 0.388742 0.207 -0.311 0.213
O -3.735022 1.249996 2.383367 0.334 0.446 -0.108
H -3.315638 0.386242 2.450926 -0.123 -0.108 -0.061
H -3.005469 1.806820 2.033591 -0.540 -0.415 0.515
O 2.645483 -2.284766 -0.120630 0.160 0.129 -0.046
H 2.402461 -1.998068 0.776312 0.109 0.094 -0.265
H 2.999430 -1.493372 -0.548673 0.336 0.040 0.127
O 0.025356 -2.491778 0.048536 -0.257 -0.486 -0.986
H 0.562879 -1.978792 -0.570835 0.087 0.605 0.452
H 0.224230 -3.348763 -0.360653 -0.368 -0.316 0.450
O 0.848118 2.797211 3.402759 0.245 -0.049 0.181
H 0.507809 2.828090 2.499732 -0.265 -0.241 0.258
H 0.115087 2.458324 3.934205 0.095 0.138 -0.291
O -0.531132 -2.240773 2.620809 0.290 -0.382 0.142
H -0.109486 -2.351187 1.734216 -0.319 -0.065 0.206
H -0.541888 -3.131085 3.005351 0.032 0.395 -0.019
O 1.385711 -3.448033 -2.702445 0.253 -0.810 -0.322
H 1.909972 -3.410680 -1.896650 -0.110 0.473 0.089
H 0.691227 -2.785062 -2.735542 -0.157 0.217 0.295
O 1.608231 -0.393098 2.061261 -0.236 0.086 1.039
H 2.038910 0.100375 2.777572 0.348 0.215 -0.494
H 0.859589 -0.731965 2.591963 -0.054 -0.238 -0.650
O 3.785853 0.683348 -0.924478 0.393 -0.553 0.164
H 3.384946 1.215419 -1.616100 -0.117 0.214 0.252
H 3.434841 0.968635 -0.073626 -0.040 0.233 -0.261
```
Positions in Å, forces in eV/Å.